# 1
Entry from the Open Molecules 2025 dataset: C18H41ClGaN2O4P2S as an isolated structure (ωB97M-V/def2-TZVPD).

```
70
Properties=species:S:1:pos:R:3:forces:R:3
O -4.866 4.857 1.309 -0.21 0.06 0.11
P -5.507 3.324 1.236 -0.07 0.15 0.17
O -5.396 3.105 -0.432 -0.26 -0.03 -0.07
Ga -3.681 1.921 1.907 -0.44 -0.05 -0.19
Cl -4.046 1.454 4.053 0.12 0.00 0.05
P -1.614 3.100 1.664 0.13 -0.43 0.44
S -0.099 2.601 2.854 0.13 0.02 0.00
H -3.984 4.870 0.936 0.33 0.12 -0.05
H -4.974 2.265 -0.616 0.35 -0.23 -0.19
H -3.649 0.621 1.002 0.09 -0.06 0.06
H -1.861 4.485 1.723 -0.03 0.17 -0.13
H -1.255 2.987 0.312 -0.07 0.14 -0.17
C 4.777 -3.047 3.523 -0.08 -0.03 -0.07
C 4.498 -1.674 2.879 0.16 -0.35 0.02
C 4.277 -0.604 3.952 -0.09 0.16 0.10
C 2.937 -0.729 4.674 0.00 -0.09 -0.07
C 1.779 -0.771 3.679 0.13 0.23 0.11
C 1.940 -1.853 2.611 -0.18 -0.38 0.02
N 3.296 -1.715 1.981 -0.08 0.82 0.13
O 3.337 -0.838 1.040 0.04 -0.47 0.05
C 1.737 -3.248 3.218 0.11 -0.03 -0.05
C 0.888 -1.671 1.527 -0.05 0.10 -0.11
C 5.705 -1.310 2.025 0.10 0.09 -0.05
H 4.422 -3.858 2.888 0.02 -0.01 -0.02
H 5.851 -3.177 3.652 0.02 0.06 0.01
H 4.322 -3.156 4.505 -0.05 0.00 -0.01
H 4.331 0.381 3.478 -0.03 -0.03 -0.07
H 5.106 -0.661 4.664 0.02 0.01 0.01
H 2.929 -1.615 5.318 0.01 -0.02 -0.02
H 2.806 0.128 5.337 0.00 0.00 0.03
H 0.833 -0.935 4.198 -0.03 0.02 0.00
H 1.693 0.203 3.189 -0.01 -0.04 -0.07
H 1.969 -4.024 2.487 -0.01 -0.01 -0.01
H 0.690 -3.351 3.500 -0.03 0.03 -0.02
H 2.328 -3.431 4.111 0.01 0.02 0.00
H 0.910 -0.669 1.108 0.02 0.01 0.01
H -0.096 -1.832 1.968 -0.02 0.00 0.01
H 1.034 -2.393 0.721 0.01 -0.01 0.00
H 5.846 -2.034 1.221 -0.01 -0.01 0.00
H 6.591 -1.318 2.661 0.02 -0.02 0.02
H 5.604 -0.323 1.583 -0.05 -0.01 -0.03
C -1.275 2.002 -4.993 -0.09 -0.03 0.03
C -1.040 1.580 -3.530 -0.08 0.28 -0.31
C 0.031 0.490 -3.434 0.09 -0.18 0.09
C -0.438 -0.880 -3.922 -0.06 0.06 -0.01
C -1.730 -1.297 -3.223 0.22 -0.06 0.04
C -2.843 -0.254 -3.343 -0.34 0.04 -0.27
N -2.300 1.071 -2.893 0.53 -0.52 0.54
O -2.297 1.187 -1.612 -0.23 0.26 -0.35
C -3.386 -0.199 -4.775 0.05 0.11 -0.01
C -4.005 -0.614 -2.428 -0.03 -0.07 0.11
C -0.590 2.809 -2.754 0.06 0.08 0.09
H -2.303 2.329 -5.147 0.00 0.03 0.01
H -0.625 2.841 -5.238 0.05 -0.01 0.04
H -1.055 1.210 -5.708 -0.03 -0.02 0.02
H 0.345 0.403 -2.390 -0.06 0.03 0.02
H 0.905 0.821 -4.001 0.03 0.00 0.00
H -0.572 -0.879 -5.008 -0.03 0.03 0.00
H 0.339 -1.617 -3.714 0.02 -0.01 -0.02
H -2.100 -2.242 -3.629 0.00 -0.03 -0.01
H -1.523 -1.465 -2.162 -0.03 0.07 0.02
H -4.088 0.628 -4.886 -0.02 0.00 0.00
H -3.921 -1.126 -4.980 -0.01 -0.02 0.04
H -2.616 -0.098 -5.535 0.01 0.00 0.02
H -3.688 -0.742 -1.397 0.01 0.05 0.01
H -4.449 -1.548 -2.779 -0.01 -0.01 -0.02
H -4.771 0.163 -2.453 -0.01 0.01 -0.01
H -1.365 3.577 -2.756 -0.01 0.00 -0.01
H 0.303 3.211 -3.234 0.01 0.02 -0.02
H -0.347 2.571 -1.722 -0.03 -0.02 0.00
```
Forces are in eV/Å.

As for the total energy: -124814.1855 eV. The LUMO energy (spin up / spin down) comes out at 2.374 / 2.358 eV. As for the spin multiplicity: 3. The total charge is -1. As for the expectation value of S²: 2.01. For the frontier orbital gap (spin up / spin down), the calculation gives 6.40 / 6.38 eV. The HOMO energy (spin up / spin down) is -4.03 / -4.03 eV.

Here are the Löwdin charges for atoms 1 to 6, given in e: number 1, O, carries -0.4257; number 2, P, carries 0.6085; number 3, O, carries -0.4290; number 4, Ga, carries -0.2329; number 5, Cl, carries -0.0506; number 6, P, carries 0.1133



# 2
Entry from the Open Molecules 2025 dataset: a 2-piece molecular cluster, C4H10N2O overall (ωB97M-V/def2-TZVPD).

```
17
Properties=species:S:1:pos:R:3:forces:R:3
N 2.131 0.900 -0.740 -0.06 0.14 -0.90
C 1.353 0.681 0.479 -0.06 0.33 -1.21
C 0.639 -0.651 0.441 4.41 1.22 -6.62
N -0.397 -0.580 -0.535 -1.10 -2.62 0.21
C -1.778 -0.730 -0.224 1.25 2.69 0.45
C -2.378 0.557 -0.145 -7.51 -1.09 0.03
O -3.655 0.739 -0.344 4.20 -0.85 0.33
H 1.650 0.727 -1.630 0.23 0.10 0.80
H 3.100 0.572 -0.792 -0.78 -0.01 0.41
H 2.064 0.835 1.249 0.21 -0.02 1.28
H 0.524 1.374 0.494 0.22 0.85 0.34
H 1.452 -1.352 0.137 -0.72 -0.22 0.33
H 0.208 -0.894 1.371 -1.04 -0.93 2.48
H -0.246 -1.172 -1.349 0.53 -0.44 0.60
H -0.287 -0.993 2.057 -2.19 -0.32 1.41
H -2.455 -1.409 -0.689 0.26 -1.02 -0.61
H -1.925 1.396 0.223 2.15 2.19 0.68
```
Forces are in eV/Å.

As for the total energy: -9330.4550 eV. The LUMO energy comes out at -1.600 eV. As for the spin multiplicity: 1. The value obtained for the energy above the lowest of the compared OMol25 structures with the same formula, charge and spin is 8.532 eV. The total charge is 0. For the frontier orbital gap, the calculation gives 6.17 eV. The HOMO energy is -7.77 eV.

Here are the Löwdin charges for atoms 1 to 6, given in e: number 1, N, carries -0.0073; number 2, C, carries -0.2545; number 3, C, carries -0.2480; number 4, N, carries -0.0306; number 5, C, carries -0.0820; number 6, C, carries -0.2612



# 3
Entry from the Open Molecules 2025 dataset: a 10-piece molecular cluster, C12H44N8O10 overall (ωB97M-V/def2-TZVPD).

```
74
Properties=species:S:1:pos:R:3:forces:R:3
C -3.115 -16.648 15.073 -1.18 0.82 -0.34
C -1.923 -15.906 14.400 -0.69 -1.06 0.66
O -1.404 -14.934 15.301 -0.37 0.12 0.32
H -2.647 -17.369 15.707 0.06 -0.74 0.61
H -3.818 -17.184 14.376 1.12 0.51 0.30
H -3.817 -16.060 15.733 1.06 -0.03 -0.73
H -2.181 -15.460 13.461 -0.32 0.50 -0.53
H -1.208 -16.707 14.174 0.14 0.43 0.05
H -0.453 -14.816 15.213 -0.18 -0.52 -0.59
C 1.211 -21.310 12.406 0.72 0.72 1.15
C 0.505 -21.059 13.711 -0.63 0.34 -0.30
O 0.575 -19.727 14.188 1.89 -0.16 -1.41
H 0.805 -20.754 11.603 -0.90 0.40 -0.86
H 1.227 -22.364 12.194 0.16 -0.37 -0.19
H 2.199 -20.887 12.499 0.84 -0.37 -0.04
H 0.781 -21.764 14.474 0.47 -0.40 0.43
H -0.526 -21.133 13.557 -1.81 -1.09 -0.37
H 0.060 -19.703 14.981 -0.82 0.62 1.59
C -0.165 -17.983 17.104 -1.72 -5.03 -3.57
O -0.620 -19.143 16.474 1.66 4.72 2.64
N 0.367 -16.982 16.443 1.33 1.05 -1.41
N -0.265 -17.858 18.399 0.23 1.39 1.39
H 0.700 -17.132 15.445 -0.82 0.61 1.08
H 0.712 -16.156 16.978 -0.66 -1.46 -0.89
H -0.588 -18.667 18.855 -0.32 -0.71 0.87
H 0.229 -17.048 18.852 -0.52 -1.00 -0.07
C 2.340 -17.014 13.621 -5.07 1.51 1.40
O 1.077 -16.642 13.759 4.33 -0.49 -0.73
N 2.710 -18.225 13.734 0.57 -4.75 -0.12
N 3.382 -16.251 13.645 1.52 6.19 0.19
H 1.989 -18.877 13.944 -0.96 -1.39 0.07
H 3.675 -18.465 13.859 -0.04 -0.19 -0.19
H 3.105 -15.244 13.975 1.27 -2.11 -1.06
H 4.349 -16.561 13.631 -0.67 0.01 -0.12
C 1.561 -14.587 18.506 -3.28 -2.13 6.48
O 1.235 -15.692 19.337 1.77 5.30 -4.73
N 2.424 -14.627 17.536 2.32 -3.46 -1.26
N 1.023 -13.375 18.683 -1.40 0.22 1.38
H 2.643 -15.641 17.360 1.02 0.95 -0.52
H 3.028 -13.892 17.193 -0.11 -0.14 0.85
H 0.260 -13.131 19.337 0.48 -0.92 0.04
H 1.176 -12.638 18.035 0.46 0.26 -0.64
C 1.706 -13.307 14.397 -7.63 5.34 -4.83
O 1.047 -12.550 13.315 4.29 -4.58 6.14
N 2.929 -13.762 14.330 4.05 1.52 -1.69
N 1.066 -13.555 15.537 -1.14 1.07 0.44
H 3.315 -13.378 13.414 -0.11 -0.63 1.68
H 3.491 -13.539 15.175 -0.24 -0.27 -1.19
H 0.180 -13.049 15.664 0.58 -0.48 -0.24
H 1.527 -14.020 16.352 -0.85 0.32 -1.44
C -3.923 -17.710 18.511 0.74 -0.81 -3.33
O -3.331 -16.481 18.346 -1.76 2.58 1.46
H -4.222 -18.032 17.499 -0.21 -0.40 0.13
H -4.800 -17.759 19.063 -1.25 0.46 1.64
H -3.151 -18.365 18.787 0.54 -1.58 1.03
H -2.481 -16.620 18.009 1.93 -0.21 -0.87
C -1.314 -14.759 20.709 -1.09 -1.70 -1.01
O -1.108 -13.388 20.625 1.52 0.96 -0.75
H -1.443 -15.305 19.710 0.26 1.00 1.23
H -2.250 -14.868 21.253 0.05 -0.75 0.22
H -0.476 -15.162 21.229 0.40 -0.66 0.38
H -1.956 -13.022 20.742 -1.26 1.20 -0.02
C 3.159 -18.306 17.235 0.21 -1.10 -0.58
O 3.293 -17.011 16.641 0.27 -0.85 -1.01
H 4.141 -18.780 17.342 0.02 0.15 -0.01
H 2.539 -19.018 16.628 0.23 0.88 0.45
H 2.745 -18.207 18.222 -0.34 0.21 0.31
H 3.358 -17.162 15.668 -0.18 0.45 1.00
C -3.911 -19.835 14.772 -0.35 -1.53 1.19
O -2.563 -19.957 14.467 0.39 -0.23 -0.58
H -4.420 -20.813 14.737 0.43 0.04 0.31
H -4.465 -19.266 14.100 -0.74 1.42 -1.52
H -4.037 -19.388 15.750 -0.25 -0.09 0.37
H -2.098 -19.323 15.015 0.53 0.11 0.25
```
Forces are in eV/Å.

As for the total energy: -45549.6362 eV. The LUMO energy comes out at -0.537 eV. As for the spin multiplicity: 1. The value obtained for the energy above the lowest of the compared OMol25 structures with the same formula, charge and spin is 3.358 eV. The total charge is 0. For the frontier orbital gap, the calculation gives 8.75 eV. The HOMO energy is -9.28 eV. Its SMILES is NC(N)=O.NC(N)=O.NC(N)=O.NC(N)=O.CCO.CCO.CO.CO.CO.CO.

Here are the Löwdin charges for atoms 1 to 6, given in e: number 1, C, carries -0.0711; number 2, C, carries -0.2756; number 3, O, carries -0.0999; number 4, H, carries 0.0179; number 5, H, carries 0.0805; number 6, H, carries 0.0915



# 4
Entry from the Open Molecules 2025 dataset: a 2-piece molecular cluster, C28H36N2O5 overall (ωB97M-V/def2-TZVPD).

```
71
Properties=species:S:1:pos:R:3:forces:R:3
C -5.976 1.648 -3.120 -0.23 -0.10 0.18
C -4.701 2.308 -2.640 -0.12 0.08 0.04
O -3.608 1.360 -2.609 -0.19 0.47 -0.25
C -2.491 1.889 -2.020 1.00 -0.16 0.57
C -1.228 1.175 -2.417 -0.37 0.90 1.42
C -1.336 0.084 -3.393 0.11 -0.83 -0.94
C 0.005 1.952 -2.247 -0.19 0.53 0.46
C 1.311 1.329 -2.719 0.35 0.06 -0.10
O 0.035 3.065 -1.717 0.29 -1.01 -0.47
O -2.567 2.784 -1.201 -0.09 -0.53 -0.59
H -6.666 2.452 -3.398 0.02 -0.17 -0.03
H -5.827 1.001 -3.990 0.06 0.16 0.13
H -6.469 1.070 -2.324 0.26 0.04 -0.25
H -4.422 3.124 -3.335 0.00 -0.31 0.41
H -4.848 2.726 -1.634 0.14 -0.03 -0.39
H -2.214 -0.530 -3.170 0.17 0.06 -0.24
H -1.447 0.433 -4.434 -0.09 0.03 0.21
H -0.440 -0.556 -3.403 -0.37 0.10 0.13
H 1.292 0.239 -2.827 -0.03 0.25 0.05
H 1.575 1.773 -3.692 -0.09 -0.17 0.21
H 2.110 1.606 -2.017 -0.29 0.00 -0.17
C 2.157 -7.158 0.855 0.13 -0.20 -0.11
C 1.237 -5.949 0.954 -0.31 -0.37 -0.10
N 1.182 -5.203 -0.304 0.16 0.21 -0.33
C 0.518 -3.983 -0.253 0.02 0.69 -0.08
C -0.390 -3.561 -1.250 0.04 -0.27 0.31
C -1.004 -2.319 -1.184 0.50 0.24 0.44
C -0.644 -1.385 -0.180 0.44 -1.66 -0.24
C -1.145 -0.054 -0.252 -1.28 0.96 -0.45
C -0.549 0.950 0.569 0.47 0.55 0.75
C 0.865 1.069 0.617 -0.50 0.27 -0.20
C 1.466 2.132 1.264 -0.28 -0.04 0.48
C 0.679 2.996 2.059 -0.15 0.00 -0.18
N 1.266 4.035 2.800 0.03 0.22 -0.14
C 0.905 4.090 4.226 0.61 -0.20 -0.17
C 1.418 5.367 4.877 0.05 0.31 0.07
O 2.791 5.644 4.589 -0.51 -0.30 -0.57
C 3.057 5.659 3.182 0.16 0.06 0.21
C 2.670 4.352 2.507 -0.31 -0.28 0.66
C -0.727 2.822 2.097 0.49 -0.07 0.19
C -1.329 1.832 1.346 0.35 0.00 -0.35
C 0.180 -1.863 0.897 -0.12 0.39 -0.75
C 0.773 -3.105 0.828 -0.30 -0.15 -0.15
C 1.127 -5.956 -1.561 -0.41 -0.09 0.59
C 2.152 -7.076 -1.519 -0.09 -0.26 0.08
O 1.990 -7.894 -0.359 0.13 0.69 0.03
H 3.204 -6.819 0.982 -0.25 -0.30 -0.21
H 1.893 -7.876 1.646 0.29 0.36 -0.15
H 0.227 -6.296 1.256 0.21 0.20 -0.18
H 1.615 -5.287 1.743 -0.14 -0.38 -0.19
H -0.640 -4.236 -2.060 -0.05 0.07 0.08
H -1.753 -2.030 -1.922 0.36 -0.17 0.18
H -2.182 0.066 -0.597 0.44 -0.14 0.73
H 1.482 0.334 0.096 -0.21 0.33 -0.04
H 2.546 2.268 1.195 -0.38 -0.14 0.11
H -0.182 4.018 4.323 0.29 0.11 0.10
H 1.355 3.239 4.774 -0.11 0.01 -0.23
H 0.774 6.214 4.582 0.28 -0.07 -0.01
H 1.389 5.257 5.968 -0.18 0.07 -0.26
H 2.545 6.499 2.679 0.05 -0.15 0.29
H 4.145 5.801 3.112 -0.35 0.04 -0.13
H 3.335 3.553 2.890 -0.06 0.13 -0.16
H 2.799 4.444 1.423 -0.04 -0.02 0.22
H -1.328 3.490 2.717 0.14 -0.22 -0.31
H -2.407 1.695 1.357 0.17 0.19 -0.06
H 0.350 -1.254 1.791 0.00 -0.05 -0.57
H 1.479 -3.406 1.599 -0.31 0.16 -0.07
H 0.116 -6.384 -1.723 0.31 0.07 -0.01
H 1.355 -5.271 -2.392 -0.07 -0.21 0.27
H 1.984 -7.759 -2.362 0.22 0.28 0.11
H 3.167 -6.637 -1.575 -0.24 -0.29 0.14
```
Forces are in eV/Å.

As for the total energy: -42834.6514 eV. The LUMO energy comes out at -0.917 eV. As for the spin multiplicity: 1. The total charge is 0. For the frontier orbital gap, the calculation gives 6.07 eV. The HOMO energy is -6.99 eV.

Here are the Löwdin charges for atoms 1 to 6, given in e: number 1, C, carries -0.0792; number 2, C, carries -0.2267; number 3, O, carries -0.0356; number 4, C, carries -0.4598; number 5, C, carries -0.1541; number 6, C, carries -0.0869